[1]
64
Properties=species:S:1:pos:R:3:forces:R:3 method="wB97M-V/def2-TZVPD" s_squared=3.78 homo_energy_ev="0.699 / 0.694" multiplicity=4 fmax_ev_per_a=6.8 charge=-2 energy_ha=-2325.51487
C -0.175 -1.262 -3.667 -0.42 1.06 -1.70
C 0.775 -0.118 -3.766 -1.19 -1.35 -2.56
C -0.103 1.064 -3.790 0.01 0.28 -0.58
C 2.179 -0.225 -4.236 0.39 -0.12 -0.16
C -1.481 0.624 -3.987 0.06 0.12 -0.82
C -1.519 -0.747 -3.831 1.12 -0.48 -0.63
C -2.732 -1.601 -3.942 -0.09 0.07 0.54
C 0.201 -2.690 -3.845 -0.25 0.24 0.41
C 0.365 2.446 -4.127 0.05 0.23 -0.22
C -2.605 1.495 -4.426 -0.55 0.10 0.27
Re 0.191 0.222 -1.891 -2.07 -5.56 3.38
Cl 1.636 1.570 -1.271 4.22 4.10 1.98
Cl 1.374 -1.894 -0.826 0.22 0.90 -0.78
O -1.315 0.546 -1.057 -1.92 1.68 -0.02
H 2.625 -1.153 -3.865 0.07 0.19 0.11
H 2.782 0.622 -3.901 0.06 -0.10 0.05
H 2.236 -0.262 -5.331 -0.02 0.03 -0.13
H 1.365 2.644 -3.729 -0.21 -0.02 -0.07
H -0.319 3.205 -3.724 0.18 -0.11 -0.02
H 0.399 2.577 -5.218 0.01 0.08 -0.01
H -2.492 2.538 -4.097 0.01 -0.22 -0.02
H -3.579 1.134 -4.047 0.40 0.14 -0.07
H -2.690 1.510 -5.527 0.03 0.08 0.12
H -3.594 -1.022 -3.623 -0.23 -0.10 0.13
H -2.622 -2.439 -3.260 -0.16 -0.12 0.23
H -2.946 -1.977 -4.949 0.29 0.09 -0.11
H 1.178 -2.869 -3.431 0.30 -0.24 0.36
H 0.226 -2.999 -4.887 -0.09 0.12 -0.48
H -0.531 -3.300 -3.334 -0.02 -0.36 0.32
H -1.064 2.060 0.013 0.30 -0.88 -0.72
O -1.942 -2.291 -0.499 -0.40 0.38 0.65
H -1.937 -1.499 0.092 0.07 -0.85 -0.86
C 4.079 0.397 3.001 0.12 0.03 -0.07
C 2.969 -0.622 2.942 -0.08 -0.39 -0.10
C 3.191 -1.804 2.234 0.03 0.04 0.18
C 2.200 -2.780 2.131 0.03 0.02 0.28
C 0.951 -2.538 2.671 0.06 0.24 0.07
C 0.695 -1.318 3.319 0.86 -0.11 -0.54
N -0.618 -1.107 3.707 -1.17 0.00 0.59
C -1.344 0.077 3.821 0.58 0.16 -0.26
C -2.264 0.165 4.885 -0.14 0.44 0.08
C -2.854 1.380 5.224 0.08 -0.20 -0.43
C -2.572 2.516 4.455 0.12 0.02 -0.02
C -1.766 2.409 3.325 -0.31 -0.12 0.40
C -1.168 1.198 2.958 -0.20 -0.07 0.35
C -0.522 1.147 1.595 0.96 -1.90 -0.72
O -0.778 2.291 0.919 -0.03 0.16 0.58
O 0.086 0.183 1.134 -1.20 2.23 1.59
C 1.729 -0.385 3.558 -0.26 -0.67 -0.31
C 1.542 0.824 4.423 0.15 0.34 0.12
H 3.822 1.313 2.449 -0.03 -0.18 0.15
H 4.333 0.685 4.028 -0.03 0.00 -0.09
H 4.978 -0.024 2.540 -0.09 0.11 0.05
H 4.160 -1.944 1.753 -0.27 -0.03 0.04
H 2.388 -3.714 1.602 -0.06 0.31 0.01
H 0.116 -3.231 2.528 0.33 0.26 -0.15
H -1.159 -1.951 3.867 0.20 0.31 -0.14
H -2.478 -0.731 5.475 0.21 0.26 -0.13
H -3.531 1.441 6.081 0.21 -0.03 -0.28
H -2.999 3.484 4.701 -0.01 -0.16 0.06
H -1.612 3.270 2.677 -0.08 -0.28 0.22
H 1.328 1.730 3.839 -0.07 -0.12 0.08
H 0.744 0.703 5.162 0.04 -0.02 -0.20
H 2.468 1.026 4.974 -0.12 -0.02 -0.03

[2]
65
Properties=species:S:1:pos:R:3:forces:R:3 method="wB97M-V/def2-TZVPD" homo_energy_ev=-7.605 smiles="O=C(CN1CCN(Cc2ccc(Cl)cc2)C1=O)NCCCN1CCN(c2ccc(F)cc2)CC1" e_above_lowest_kcal_mol=0.6 fmax_ev_per_a=0.6 energy_ha=-1955.62659
O -2.220 -1.562 2.861 -0.43 -0.10 0.18
C -1.161 -1.492 2.258 0.48 -0.24 -0.08
N -0.387 -0.403 2.233 0.18 0.10 0.04
H 0.447 -0.325 1.653 -0.12 -0.23 0.01
C -0.800 0.860 2.802 -0.22 0.14 0.04
C -0.489 1.993 1.826 0.28 -0.08 0.20
C 1.019 2.220 1.694 -0.27 0.18 -0.07
N 1.699 1.068 1.113 0.23 0.06 -0.03
C 1.649 1.074 -0.342 -0.10 -0.19 -0.29
C 2.269 -0.206 -0.910 -0.28 0.26 -0.04
N 3.629 -0.383 -0.444 -0.24 -0.35 0.26
C 4.693 0.106 -1.184 0.47 0.09 -0.24
C 4.720 -0.092 -2.573 -0.07 0.06 0.13
C 5.786 0.325 -3.341 0.25 0.19 0.02
C 6.860 0.942 -2.727 -0.03 0.00 0.13
C 6.880 1.140 -1.361 0.17 0.01 -0.43
C 5.803 0.729 -0.600 -0.27 -0.09 0.06
H 5.839 0.911 0.462 -0.04 0.01 0.09
H 7.728 1.622 -0.901 0.09 0.05 0.02
F 7.911 1.354 -3.477 -0.08 -0.04 0.05
H 5.796 0.166 -4.408 0.02 -0.02 -0.11
H 3.903 -0.601 -3.059 -0.06 -0.07 -0.03
C 3.654 -0.364 0.999 0.12 0.26 0.15
H 4.666 -0.535 1.364 -0.04 -0.03 0.01
C 3.076 0.939 1.560 0.18 -0.26 0.05
H 3.091 0.906 2.653 0.02 0.04 -0.02
H 3.692 1.792 1.226 -0.03 -0.01 0.05
H 3.026 -1.194 1.343 0.06 0.04 0.07
H 2.232 -0.157 -1.995 -0.02 -0.07 0.02
H 1.668 -1.061 -0.589 -0.01 0.04 -0.08
H 0.608 1.110 -0.660 0.00 0.07 -0.04
H 2.184 1.951 -0.751 -0.04 -0.02 0.05
H 1.204 3.130 1.100 0.09 -0.04 0.06
H 1.430 2.389 2.693 0.02 0.02 -0.03
H -0.949 2.915 2.185 -0.03 0.04 -0.03
H -0.918 1.754 0.852 -0.10 0.04 -0.06
H -0.276 1.029 3.750 -0.12 0.06 0.00
H -1.872 0.797 3.012 0.15 0.01 0.04
C -0.669 -2.653 1.384 -0.09 0.31 -0.03
N -1.577 -2.769 0.260 0.05 -0.10 0.01
C -1.676 -1.714 -0.616 0.02 -0.40 -0.35
O -0.815 -0.883 -0.829 0.34 0.44 0.06
N -2.875 -1.799 -1.255 -0.15 0.06 0.03
C -3.396 -0.730 -2.062 0.23 0.10 -0.06
C -4.334 0.169 -1.290 -0.10 -0.01 -0.05
C -4.011 0.567 0.003 -0.06 -0.01 -0.12
C -4.856 1.388 0.725 -0.06 0.04 0.00
C -6.038 1.821 0.145 0.11 -0.12 -0.18
C -6.377 1.438 -1.142 -0.05 0.10 0.12
C -5.524 0.611 -1.850 0.17 -0.03 0.08
H -5.790 0.308 -2.853 -0.04 -0.05 -0.11
H -7.301 1.780 -1.582 -0.10 0.04 -0.01
Cl -7.102 2.851 1.038 -0.13 0.12 0.11
H -4.602 1.687 1.730 0.00 0.04 0.11
H -3.091 0.227 0.454 0.13 -0.05 0.10
H -2.527 -0.154 -2.398 -0.13 -0.10 -0.07
H -3.904 -1.147 -2.937 0.05 0.09 0.03
C -3.722 -2.828 -0.696 -0.18 -0.22 -0.15
H -3.935 -3.591 -1.454 -0.05 0.06 0.10
C -2.877 -3.387 0.459 -0.24 -0.25 0.28
H -3.284 -3.102 1.435 0.03 -0.05 -0.17
H -2.780 -4.476 0.415 -0.09 0.08 0.00
H -4.671 -2.406 -0.349 0.08 -0.07 0.00
H 0.334 -2.466 0.999 0.00 -0.06 0.09
H -0.690 -3.590 1.942 0.05 0.11 0.01

[3]
68
Properties=species:S:1:pos:R:3:forces:R:3 method="wB97M-V/def2-TZVPD" homo_energy_ev=-8.141 smiles="CCOc1ccc(CCNC(=O)COC(=O)c2cc(S(=O)(=O)N3CCOCC3)ccc2F)cc1OCC" fmax_ev_per_a=1.1 energy_ha=-2180.73079
C -2.333 -1.333 -2.965 0.17 -0.01 0.45
H -1.396 -1.575 -3.460 -0.01 -0.02 -0.07
H -2.889 -0.623 -3.573 -0.06 0.09 -0.10
H -2.919 -2.244 -2.863 -0.11 -0.07 -0.03
C -2.065 -0.736 -1.591 -0.32 0.22 -0.52
H -3.008 -0.442 -1.114 0.15 0.02 -0.01
O -1.422 -1.732 -0.809 0.19 -0.02 0.31
C -1.525 -1.686 0.552 -0.20 -0.11 0.04
C -1.524 -2.915 1.198 -0.04 0.26 -0.19
C -1.567 -3.005 2.575 -0.04 0.15 0.09
C -1.666 -1.859 3.347 -0.03 -0.22 -0.03
C -1.692 -0.625 2.710 -0.02 0.06 -0.10
C -1.578 -0.513 1.329 -0.07 0.00 -0.17
O -1.478 0.679 0.672 0.10 -0.36 -0.12
C -1.598 1.893 1.395 -0.02 0.41 0.12
C -1.311 3.024 0.421 -0.05 -0.41 0.20
H -1.453 3.978 0.919 -0.01 0.13 0.02
H -1.978 2.960 -0.435 -0.09 0.05 -0.08
H -0.282 2.951 0.080 0.11 0.04 -0.05
H -0.876 1.930 2.219 -0.09 -0.06 -0.02
H -2.612 1.980 1.809 0.12 -0.07 0.01
H -1.782 0.272 3.300 0.04 0.18 0.08
C -1.726 -1.980 4.849 0.03 0.15 0.02
H -2.770 -2.032 5.171 0.05 -0.06 0.10
H -1.252 -2.922 5.132 -0.07 -0.04 0.02
C -1.053 -0.832 5.605 -0.19 -0.04 0.14
N 0.220 -0.474 5.018 -0.06 -0.43 0.23
C 0.542 0.802 4.753 0.68 -0.14 -0.37
O -0.119 1.762 5.087 -0.17 0.37 0.08
C 1.863 0.945 3.985 -0.11 0.70 0.18
H 2.702 0.691 4.638 -0.08 0.00 -0.10
H 1.963 1.974 3.626 -0.06 -0.24 0.18
O 1.883 0.037 2.889 0.15 -0.27 0.15
C 1.741 0.546 1.663 -0.03 0.15 -0.30
O 1.696 1.725 1.418 -0.03 -0.02 0.04
C 1.664 -0.502 0.611 0.02 -0.18 0.00
C 1.578 -1.872 0.852 0.14 0.11 -0.04
C 1.495 -2.787 -0.185 0.08 0.07 -0.04
C 1.490 -2.334 -1.491 0.04 -0.08 0.10
C 1.572 -0.976 -1.745 0.01 0.35 -0.55
C 1.655 -0.069 -0.715 -0.03 -0.02 0.20
H 1.703 0.990 -0.911 -0.02 0.10 0.05
S 1.679 -0.423 -3.452 0.14 -0.03 0.76
O 0.720 -1.153 -4.230 -0.20 0.14 0.08
O 3.063 -0.526 -3.820 0.03 0.26 0.05
N 1.229 1.185 -3.336 0.29 -1.08 -0.06
C 2.303 2.152 -3.484 0.53 0.27 -0.29
H 3.198 1.734 -3.026 0.07 0.23 0.03
C 2.561 2.445 -4.964 0.18 -0.03 0.24
H 3.276 3.260 -5.082 0.03 -0.10 0.04
O 1.380 2.861 -5.615 -0.06 0.19 0.00
C 0.372 1.880 -5.522 -0.23 -0.12 0.17
H -0.495 2.283 -6.048 0.00 -0.11 0.03
C 0.034 1.572 -4.061 -0.40 0.01 -0.50
H -0.673 0.748 -4.004 -0.19 0.15 -0.04
H -0.382 2.459 -3.571 0.00 -0.08 0.00
H 0.701 0.949 -6.008 -0.06 0.08 -0.02
H 2.955 1.533 -5.437 0.01 0.12 0.01
H 2.005 3.066 -2.961 0.03 -0.08 0.01
H 1.414 -3.018 -2.321 -0.03 -0.19 -0.04
H 1.424 -3.838 0.047 -0.02 -0.09 0.03
F 1.574 -2.346 2.108 -0.01 -0.09 -0.32
H 0.776 -1.213 4.613 0.01 0.14 -0.09
H -0.904 -1.126 6.650 -0.14 0.10 -0.08
H -1.668 0.071 5.597 0.08 -0.11 0.03
H -1.538 -3.975 3.048 0.02 -0.12 0.08
H -1.472 -3.801 0.585 0.00 -0.11 -0.11
H -1.423 0.149 -1.672 -0.14 -0.09 0.06